Record 1
Below is 3 unconnected molecules or ions with the total composition C3H9NO4, with properties calculated with ωB97M-V/def2-TZVPD.

## Properties
electronic energy = -12926.7593 eV
relative energy (zero: lowest compared OMol25 entry of this formula, charge and spin) = 82.71 kJ/mol
charge = +1
⟨S²⟩ = 0.755
spin multiplicity = 2
E_HOMO (spin up / spin down) = -0.519 / -0.519 Ha

Element x y z (Å)
O (0.947, -0.459, -0.080)
C (-0.026, 0.120, 0.467)
N (-1.179, 0.082, -0.153)
C (-2.410, 0.730, 0.275)
O (-3.307, 0.815, -0.469)
C (0.215, 0.719, 1.770)
H (-1.105, -0.322, -1.078)
H (-2.339, 1.018, 1.329)
H (-0.552, 1.310, 2.276)
H (0.505, -0.012, 2.530)
H (1.111, 1.339, 1.910)
H (0.773, -5.612, -0.102)
H (0.278, -4.405, 0.668)
O (0.964, -5.091, 0.685)
H (4.071, 2.742, -1.927)
H (3.614, 3.559, -3.004)
O (3.530, 3.524, -2.064)



Record 2
Below is a gas-phase ion, C3H9NOP (charge +1), with properties calculated with ωB97M-V/def2-TZVPD.

## Properties
electronic energy = -16071.9867 eV
relative energy (zero: lowest compared OMol25 entry of this formula, charge and spin) = 377.72 kJ/mol
charge = +1
E_HOMO (spin up / spin down) = -0.506 / -0.506 Ha

Element x y z (Å)
C (-0.446, 0.920, 1.524)
C (-0.538, 0.478, 0.012)
C (0.728, -1.613, -0.224)
N (0.712, -0.142, -0.421)
O (0.472, 1.894, 1.346)
P (-1.637, 1.177, -1.154)
H (-1.431, 1.271, 1.860)
H (-0.121, 0.088, 2.165)
H (-0.102, -2.066, -0.768)
H (1.667, -2.028, -0.588)
H (0.621, -1.844, 0.834)
H (0.942, 0.077, -1.399)
H (1.430, 0.313, 0.177)
H (-0.805, 1.887, -2.018)
H (-2.207, 2.173, -0.391)



Record 3
Below is 2 unconnected molecules or ions with the total composition C3H9NOS, with properties calculated with ωB97M-V/def2-TZVPD.

## Properties
electronic energy = -17629.7469 eV
relative energy (zero: lowest compared OMol25 entry of this formula, charge and spin) = 44.19 kJ/mol
structure (SMILES) = NC=O.CCS
charge = 0
E_HOMO = -0.320 Ha

Element x y z (Å)
N (0.288, -0.186, 2.898)
C (0.643, -1.197, 2.057)
O (1.116, -1.048, 0.966)
H (-0.273, -0.402, 3.692)
H (0.342, 0.734, 2.475)
H (0.477, -2.203, 2.463)
C (0.432, 1.085, -1.664)
C (-0.503, -0.046, -2.065)
S (-1.991, -0.366, -0.995)
H (0.176, 1.978, -2.235)
H (0.421, 1.285, -0.597)
H (1.454, 0.828, -1.933)
H (0.018, -0.999, -2.088)
H (-0.960, 0.141, -3.032)
H (-1.638, 0.395, 0.058)



Record 4
Below is 2 unconnected molecules or ions with the total composition C3H9NOS, with properties calculated with ωB97M-V/def2-TZVPD.

## Properties
electronic energy = -17622.6794 eV
relative energy (zero: lowest compared OMol25 entry of this formula, charge and spin) = 726.10 kJ/mol
charge = 0
E_HOMO (spin up / spin down) = -0.348 / -0.333 Ha

Element x y z (Å)
C (1.005, 0.000, -2.218)
C (-1.127, 1.070, 1.230)
C (-0.588, -0.156, 0.606)
N (0.306, -2.444, 1.707)
O (1.670, -0.256, 2.028)
S (0.811, -1.076, 1.177)
H (1.185, -1.001, -1.899)
H (0.357, 0.188, -3.042)
H (0.913, 0.689, -1.402)
H (-0.291, 1.703, 1.212)
H (-1.484, 0.926, 2.284)
H (-2.013, 1.383, 0.867)
H (-1.352, -0.984, 0.338)
H (-0.101, -2.542, 2.702)
H (1.570, -1.563, 0.219)



Record 5
Below is a single C3H9NOS molecule, with properties calculated with ωB97M-V/def2-TZVPD.

## Properties
electronic energy = -17629.2511 eV
relative energy (zero: lowest compared OMol25 entry of this formula, charge and spin) = 92.03 kJ/mol
structure (SMILES) = NC[C@@H](O)CS
charge = 0
E_HOMO = -0.346 Ha

Element x y z (Å)
N (-1.116, 1.990, 0.869)
C (-0.257, 1.344, -0.157)
C (0.128, -0.107, 0.208)
O (-1.107, -0.742, 0.519)
C (0.842, -0.824, -0.962)
S (0.912, -2.697, -0.940)
H (-0.657, 2.017, 1.793)
H (-1.824, 1.221, 0.976)
H (0.669, 1.981, -0.273)
H (-0.901, 1.344, -1.016)
H (0.785, -0.128, 1.094)
H (-1.001, -1.708, 0.666)
H (0.272, -0.595, -1.922)
H (1.803, -0.427, -1.130)
H (1.453, -2.670, 0.275)



Record 6
Below is a single C3H9NOS2 molecule, with properties calculated with ωB97M-V/def2-TZVPD.

## Properties
electronic energy = -28462.7013 eV
relative energy (zero: lowest compared OMol25 entry of this formula, charge and spin) = 264.17 kJ/mol
structure (SMILES) = C[S@](=O)(=S)CCN
charge = 0
E_HOMO = -0.336 Ha

Element x y z (Å)
C (1.613, -1.009, 1.094)
S (1.561, 0.048, -0.423)
O (2.328, -0.667, -1.395)
S (2.041, 1.856, -0.037)
C (-0.051, 0.083, -0.946)
C (-1.173, 0.733, 0.071)
N (-2.587, 0.326, -0.390)
H (1.300, -1.987, 0.744)
H (0.889, -0.734, 1.911)
H (2.657, -0.911, 1.343)
H (-0.126, 0.496, -1.899)
H (-0.474, -0.918, -0.953)
H (-0.729, 0.294, 1.075)
H (-1.089, 1.880, -0.111)
H (-2.893, -0.611, 0.115)
H (-3.268, 1.122, -0.200)



Record 7
Below is a single C3H9NOS2 molecule, with properties calculated with ωB97M-V/def2-TZVPD.

## Properties
electronic energy = -28463.5103 eV
relative energy (zero: lowest compared OMol25 entry of this formula, charge and spin) = 186.11 kJ/mol
structure (SMILES) = N[C@@H](CO)CSS
charge = 0
E_HOMO = -0.312 Ha

Element x y z (Å)
N (0.134, 0.996, -1.001)
C (0.251, -0.325, -0.361)
C (1.569, -0.264, 0.555)
O (2.756, 0.442, 0.013)
C (-0.954, -0.900, 0.544)
S (-2.405, -0.931, -0.516)
S (-3.474, 0.902, -0.140)
H (-0.120, 1.622, -0.260)
H (-0.420, 1.124, -1.855)
H (0.425, -0.999, -1.258)
H (1.372, 0.357, 1.566)
H (1.958, -1.292, 0.871)
H (2.972, -0.016, -0.818)
H (-1.091, -0.414, 1.536)
H (-0.522, -1.936, 0.781)
H (-2.452, 1.633, 0.341)



Record 8
Below is 2 unconnected molecules or ions with the total composition C3H9NS, with properties calculated with ωB97M-V/def2-TZVPD.

## Properties
electronic energy = -15580.5663 eV
relative energy (zero: lowest compared OMol25 entry of this formula, charge and spin) = 170.22 kJ/mol
structure (SMILES) = C=CN.CS
charge = 0
E_HOMO = -0.293 Ha

Element x y z (Å)
C (-2.117, 0.330, 1.622)
C (-1.140, 1.243, 1.509)
N (-0.252, 1.251, 0.406)
H (-2.876, 0.436, 2.399)
H (-2.213, -0.468, 0.891)
H (-0.953, 1.959, 2.319)
H (0.299, 2.128, 0.286)
H (-0.834, 1.238, -0.432)
C (1.469, -0.326, -1.932)
S (0.881, -1.323, -0.546)
H (0.671, 0.000, -2.624)
H (1.934, 0.613, -1.619)
H (2.239, -0.859, -2.513)
H (0.132, -0.112, 0.006)



Record 9
Below is a single C3H9NS molecule, with properties calculated with ωB97M-V/def2-TZVPD.

## Properties
electronic energy = -15580.6498 eV
relative energy (zero: lowest compared OMol25 entry of this formula, charge and spin) = 162.17 kJ/mol
structure (SMILES) = CNCCS
charge = 0
E_HOMO = -0.331 Ha

Element x y z (Å)
C (2.124, -0.578, -0.190)
N (0.917, -0.154, 0.645)
C (-0.302, 0.286, -0.188)
C (-1.644, 0.130, 0.603)
S (-3.137, 0.035, -0.523)
H (1.756, -1.524, -0.692)
H (2.703, 0.051, -0.973)
H (2.915, -0.810, 0.689)
H (1.220, 0.524, 1.361)
H (-0.468, -0.456, -0.967)
H (-0.105, 1.371, -0.670)
H (-1.886, 1.045, 1.157)
H (-1.422, -0.731, 1.277)
H (-2.672, 0.810, -1.530)



Record 10
Below is a single C3H9NS molecule, with properties calculated with ωB97M-V/def2-TZVPD.

## Properties
electronic energy = -15581.7661 eV
relative energy (zero: lowest compared OMol25 entry of this formula, charge and spin) = 54.46 kJ/mol
structure (SMILES) = NCCCS
charge = 0
E_HOMO = -0.330 Ha

Element x y z (Å)
N (1.896, -0.428, -1.302)
C (1.051, 0.415, -0.445)
C (-0.380, -0.138, -0.334)
C (-0.941, 0.063, 1.075)
S (-2.811, 0.141, 1.016)
H (2.875, -0.216, -1.171)
H (1.581, -0.311, -2.254)
H (1.009, 1.422, -0.864)
H (1.485, 0.559, 0.540)
H (-0.253, -1.205, -0.517)
H (-1.070, 0.375, -0.987)
H (-0.825, -0.767, 1.768)
H (-0.606, 0.950, 1.601)
H (-3.010, -0.863, 1.874)



Record 11
Below is a single C3H9NS molecule, with properties calculated with ωB97M-V/def2-TZVPD.

## Properties
electronic energy = -15581.2652 eV
relative energy (zero: lowest compared OMol25 entry of this formula, charge and spin) = 102.79 kJ/mol
structure (SMILES) = CNCSC
charge = 0
E_HOMO = -0.300 Ha

Element x y z (Å)
C (0.380, 1.441, -1.613)
N (-0.010, 1.632, -0.234)
C (-0.398, 0.488, 0.543)
S (-0.183, -1.185, -0.308)
C (0.069, -2.234, 1.107)
H (1.184, 0.710, -1.681)
H (0.779, 2.347, -2.062)
H (-0.435, 1.041, -2.230)
H (-0.557, 2.429, 0.005)
H (0.199, 0.291, 1.435)
H (-1.481, 0.483, 0.681)
H (-0.802, -2.406, 1.740)
H (0.455, -3.199, 0.798)
H (0.801, -1.837, 1.821)



Record 12
Below is a single C3H9NS molecule, with properties calculated with ωB97M-V/def2-TZVPD.

## Properties
electronic energy = -15581.6197 eV
relative energy (zero: lowest compared OMol25 entry of this formula, charge and spin) = 68.58 kJ/mol
structure (SMILES) = NCCCS
charge = 0
E_HOMO = -0.320 Ha

Element x y z (Å)
N (0.805, -1.446, 0.017)
C (1.182, -0.050, 0.144)
C (0.089, 0.884, -0.382)
C (-1.297, 0.759, 0.276)
S (-2.229, -0.697, -0.099)
H (1.614, -2.092, 0.045)
H (0.259, -1.638, -0.789)
H (2.111, 0.065, -0.412)
H (1.441, 0.443, 1.111)
H (-0.015, 0.818, -1.486)
H (0.452, 1.910, -0.234)
H (-1.922, 1.574, -0.170)
H (-1.231, 0.879, 1.401)
H (-1.259, -1.410, 0.579)



Record 13
Below is 2 unconnected molecules or ions with the total composition C3H9NS, with properties calculated with ωB97M-V/def2-TZVPD.

## Properties
electronic energy = -15580.9229 eV
relative energy (zero: lowest compared OMol25 entry of this formula, charge and spin) = 135.82 kJ/mol
structure (SMILES) = C=CN.CS
charge = 0
E_HOMO = -0.307 Ha

Element x y z (Å)
C (0.744, 0.514, -1.563)
C (1.519, -0.540, -1.252)
N (2.753, -0.519, -0.626)
H (0.121, 0.508, -2.444)
H (1.044, 1.502, -1.213)
H (1.102, -1.496, -1.559)
H (3.343, 0.300, -0.687)
H (3.239, -1.373, -0.837)
C (-0.617, -0.351, 1.464)
S (-2.159, 0.487, 0.933)
H (-0.935, -1.045, 2.241)
H (0.157, 0.260, 1.927)
H (-0.154, -0.972, 0.712)
H (-2.098, 0.449, -0.433)



Record 14
Below is 2 unconnected molecules or ions with the total composition C3H9NS, with properties calculated with ωB97M-V/def2-TZVPD.

## Properties
electronic energy = -15579.6256 eV
relative energy (zero: lowest compared OMol25 entry of this formula, charge and spin) = 260.99 kJ/mol
structure (SMILES) = C=CN.CS
charge = 0
E_HOMO = -0.284 Ha

Element x y z (Å)
C (0.562, -1.577, 1.265)
C (-0.731, -1.114, 1.299)
N (-1.858, -1.628, 1.976)
H (1.017, -1.751, 0.295)
H (1.092, -1.521, 2.231)
H (-0.914, -0.280, 0.663)
H (-1.561, -2.337, 2.645)
H (-2.373, -0.924, 2.499)
C (1.763, 0.959, -1.406)
S (-0.008, 1.479, -1.414)
H (2.142, 1.081, -0.410)
H (2.392, 1.467, -2.130)
H (1.690, -0.123, -1.744)
H (0.211, 2.291, -2.500)



Record 15
Below is 2 unconnected molecules or ions with the total composition C3H9NS, with properties calculated with ωB97M-V/def2-TZVPD.

## Properties
electronic energy = -15580.2699 eV
relative energy (zero: lowest compared OMol25 entry of this formula, charge and spin) = 198.82 kJ/mol
structure (SMILES) = C=NC.CS
charge = 0
E_HOMO = -0.296 Ha

Element x y z (Å)
C (-0.444, 1.993, 0.647)
N (-0.821, 0.770, 0.564)
C (-2.232, 0.601, 0.996)
H (-1.211, 2.763, 0.547)
H (0.606, 2.161, 0.858)
H (-2.271, 0.529, 2.081)
H (-2.565, -0.366, 0.612)
H (-2.889, 1.387, 0.621)
C (2.124, -0.577, -0.161)
S (0.647, -1.333, -1.027)
H (2.732, -0.031, -0.880)
H (1.755, 0.118, 0.591)
H (2.708, -1.394, 0.251)
H (-0.285, -0.479, -0.257)



Record 16
Below is a single C3H9NS molecule, with properties calculated with ωB97M-V/def2-TZVPD.

## Properties
electronic energy = -15581.8920 eV
relative energy (zero: lowest compared OMol25 entry of this formula, charge and spin) = 42.31 kJ/mol
structure (SMILES) = CNCSC
charge = 0
E_HOMO = -0.315 Ha

Element x y z (Å)
C (-0.967, 0.086, -1.806)
N (-0.724, -0.386, -0.456)
C (-0.519, 0.671, 0.479)
S (0.144, 0.062, 2.062)
C (1.714, -0.588, 1.425)
H (-1.841, 0.734, -1.889)
H (-1.091, -0.771, -2.465)
H (-0.107, 0.664, -2.126)
H (-1.478, -0.977, -0.132)
H (0.238, 1.371, 0.123)
H (-1.418, 1.248, 0.721)
H (2.330, 0.248, 1.096)
H (2.199, -1.020, 2.290)
H (1.521, -1.344, 0.679)



Record 17
Below is 2 unconnected molecules or ions with the total composition C3H9NS2, with properties calculated with ωB97M-V/def2-TZVPD.

## Properties
electronic energy = -26416.2708 eV
relative energy (zero: lowest compared OMol25 entry of this formula, charge and spin) = 135.65 kJ/mol
structure (SMILES) = C=CNC.SS
charge = 0
E_HOMO = -0.304 Ha

Element x y z (Å)
C (1.445, -1.834, -1.579)
C (2.355, -1.124, -0.889)
N (2.146, -0.140, 0.114)
C (3.254, 0.802, 0.348)
H (0.386, -1.564, -1.568)
H (1.762, -2.617, -2.261)
H (3.310, -1.635, -0.834)
H (1.236, 0.318, 0.069)
H (2.962, 1.336, 1.275)
H (4.137, 0.186, 0.539)
H (3.434, 1.555, -0.474)
S (-1.709, -0.410, 0.627)
S (-2.757, 1.331, 0.307)
H (-1.258, -0.558, -0.655)
H (-1.861, 2.164, 0.888)



Record 18
Below is a single C3H9NS2 molecule, with properties calculated with ωB97M-V/def2-TZVPD.

## Properties
electronic energy = -26417.0656 eV
relative energy (zero: lowest compared OMol25 entry of this formula, charge and spin) = 58.96 kJ/mol
structure (SMILES) = C[C@@H](N)CSS
charge = 0
E_HOMO = -0.315 Ha

Element x y z (Å)
C (-1.560, -0.716, -0.317)
C (-0.053, -0.684, -0.383)
N (0.368, -0.597, -1.799)
C (0.424, 0.606, 0.310)
S (1.436, 0.010, 1.771)
S (2.046, 1.864, 2.632)
H (-2.050, -1.367, -1.049)
H (-2.073, -0.823, 0.640)
H (-1.972, 0.251, -0.636)
H (0.409, -1.576, 0.049)
H (0.225, -1.530, -2.171)
H (1.341, -0.345, -1.905)
H (0.940, 1.282, -0.370)
H (-0.342, 1.225, 0.763)
H (0.859, 2.400, 2.464)



Record 19
Below is 2 unconnected molecules or ions with the total composition C3H9NS2, with properties calculated with ωB97M-V/def2-TZVPD.

## Properties
electronic energy = -26416.8025 eV
relative energy (zero: lowest compared OMol25 entry of this formula, charge and spin) = 84.36 kJ/mol
structure (SMILES) = C=C(C)N.SS
charge = 0
E_HOMO = -0.312 Ha

Element x y z (Å)
C (-0.069, -0.791, -1.130)
C (0.373, 0.482, -0.998)
C (-0.200, 1.464, -0.003)
N (1.445, 1.028, -1.768)
H (0.479, -1.458, -1.771)
H (-0.892, -1.102, -0.574)
H (-0.455, 2.437, -0.490)
H (0.522, 1.743, 0.781)
H (-1.092, 1.062, 0.507)
H (2.013, 1.675, -1.215)
H (2.042, 0.334, -2.217)
S (0.003, -1.603, 2.451)
S (-1.726, -2.653, 2.153)
H (0.101, -0.855, 1.316)
H (-2.546, -1.761, 2.959)



Record 20
Below is a single C3H9NS2 molecule, with properties calculated with ωB97M-V/def2-TZVPD.

## Properties
electronic energy = -26417.4002 eV
relative energy (zero: lowest compared OMol25 entry of this formula, charge and spin) = 26.68 kJ/mol
structure (SMILES) = NCCCSS
charge = 0
E_HOMO = -0.328 Ha

Element x y z (Å)
N (-0.174, 2.320, -0.882)
C (-0.198, 0.875, -0.659)
C (0.302, 0.558, 0.762)
C (0.683, -0.925, 0.884)
S (-0.897, -1.931, 0.982)
S (-1.039, -2.821, -0.862)
H (-0.822, 2.581, -1.611)
H (-0.341, 2.875, -0.055)
H (0.536, 0.471, -1.359)
H (-1.151, 0.362, -0.767)
H (-0.436, 0.788, 1.531)
H (1.189, 1.163, 0.969)
H (1.271, -1.107, 1.782)
H (1.245, -1.349, 0.058)
H (-0.168, -3.861, -0.773)